62
Properties=species:S:1:pos:R:3:nbo_charge:R:1 method="wB97M-V/def2-TZVPD" orbital_gap_ha="0.1893 / 0.1893" charge=+4 max_force_ev_per_a=0.73
Os 0.1862 -0.2709 0.3624 1.14
N 0.0823 1.3651 1.6786 -0.74
C -0.4267 0.9335 2.9874 0.12
C -0.8795 1.7613 3.9931 -0.12
C -1.2744 1.1945 5.2167 -0.16
C -1.1959 -0.1656 5.4209 -0.07
C -0.7384 -1.0185 4.3857 -0.12
C -0.5980 -2.4097 4.5037 0.09
C -0.1124 -3.1648 3.4267 -0.26
C 0.1966 -2.5446 2.2466 0.13
N 0.0581 -1.1895 2.0684 -0.48
C -0.3815 -0.4349 3.1558 0.14
H -0.5132 2.1051 1.2933 0.45
H 1.0008 1.7998 1.8047 0.44
H -0.9191 2.8378 3.8642 0.27
H -1.6249 1.8444 6.0075 0.29
H -1.4770 -0.5948 6.3753 0.28
H -0.8583 -2.9021 5.4356 0.28
H 0.0099 -4.2364 3.5114 0.30
H 0.5450 -3.1019 1.3860 0.24
C -6.2275 2.9135 -4.0472 -0.68
C -5.0027 2.1666 -3.6557 0.21
C -3.7536 2.5586 -4.1523 -0.23
C -2.6156 1.8692 -3.8203 -0.08
C -2.7175 0.7202 -2.9894 -0.42
C -3.9687 0.3268 -2.4564 -0.09
C -5.0795 1.0509 -2.7874 -0.20
S -1.3031 -0.1497 -2.8665 1.24
C -1.7792 -1.8637 -2.9677 -0.79
O -0.6787 -0.1922 -1.2253 -0.86
H -6.1222 3.9685 -3.7820 0.28
H -7.1339 2.5157 -3.6004 0.26
H -6.3276 2.9085 -5.1358 0.29
H -3.6948 3.4108 -4.8176 0.27
H -1.6558 2.1678 -4.2258 0.25
H -4.0569 -0.5367 -1.8094 0.23
H -6.0482 0.7614 -2.4007 0.26
H -2.4881 -2.1318 -2.1867 0.27
H -0.8737 -2.4644 -2.9099 0.27
H -2.2310 -1.9722 -3.9558 0.31
C 3.5523 -0.5942 2.5971 -0.63
C 3.7032 0.2433 1.3345 -0.70
As 2.6208 -0.3464 -0.1697 1.26
C 3.1255 -2.1630 -0.6545 -0.69
C 4.6450 -2.3415 -0.7180 -0.63
C 2.8444 0.8891 -1.6684 -0.68
C 4.3003 1.3367 -1.8235 -0.63
H 4.2921 -0.2694 3.3286 0.29
H 3.7302 -1.6541 2.4101 0.23
H 2.5681 -0.4779 3.0565 0.19
H 4.7178 0.1755 0.9289 0.29
H 3.5064 1.3055 1.4939 0.25
H 2.6552 -2.3643 -1.6188 0.26
H 2.6791 -2.8285 0.0862 0.24
H 5.1031 -1.7174 -1.4830 0.24
H 4.8539 -3.3794 -0.9777 0.28
H 5.1267 -2.1426 0.2387 0.23
H 2.1849 1.7408 -1.4931 0.24
H 2.4809 0.3535 -2.5471 0.25
H 4.6534 1.8978 -0.9592 0.23
H 4.3596 1.9985 -2.6879 0.28
H 4.9757 0.5028 -2.0051 0.24

---

79
Properties=species:S:1:pos:R:3:mulliken_spin:R:1 method="wB97M-V/def2-TZVPD" orbital_gap_ha="0.2387 / 0.2141" charge=+1 multiplicity=2 max_force_ev_per_a=0.45
In 0.3113 0.1267 0.2102 -0.01
C -3.0698 -0.0401 -1.6497 0.00
C -3.0542 0.7168 -0.3636 0.00
C -3.9774 1.6670 0.0749 0.00
C -3.5394 2.0340 1.3256 0.00
N -2.4495 1.3154 1.6354 0.00
N -2.1175 0.5228 0.5747 0.00
B -1.3918 1.5705 2.7456 0.00
N -0.7033 0.2266 3.1261 0.00
C -0.7183 -0.3570 4.3318 0.00
C 0.0296 -1.5107 4.2770 0.00
C 0.4957 -1.5775 2.9660 0.00
C 1.3682 -2.6188 2.3548 0.00
N 0.0387 -0.5279 2.2834 0.00
N -0.3717 2.5621 2.1506 0.00
C -0.1903 3.8490 2.4637 0.00
C 0.5528 4.4433 1.4672 0.00
C 0.7870 3.4307 0.5373 0.00
C 1.5689 3.5318 -0.7298 0.00
N 0.2197 2.2986 0.9538 0.00
N -2.0354 2.1079 3.9990 0.00
C -3.3050 1.9794 4.4583 0.00
C -3.3423 2.4642 5.7400 0.00
C -2.0172 2.8686 6.0076 0.00
C -1.4677 3.4594 7.2646 0.00
N -1.2400 2.6427 4.9645 0.00
H -4.0472 -0.5014 -1.7967 0.00
H -2.3006 -0.8106 -1.6714 0.00
H -2.8801 0.6231 -2.4942 0.00
H -4.8377 2.0342 -0.4501 0.00
H -3.9337 2.7636 2.0074 0.00
H -1.2458 0.0946 5.1504 0.00
H 0.2217 -2.2030 5.0749 0.00
H 2.2387 -2.7968 2.9862 0.00
H 1.7155 -2.3388 1.3625 0.00
H 0.8327 -3.5662 2.2641 0.00
H -0.5858 4.2430 3.3819 0.00
H 0.8872 5.4615 1.4136 0.00
H 2.1333 4.4604 -0.7244 0.00
H 0.9113 3.5432 -1.6027 0.00
H 2.2683 2.7013 -0.8424 0.00
H -4.0807 1.5295 3.8679 0.00
H -4.1935 2.5191 6.3916 0.00
H -2.2472 3.9727 7.8238 0.00
H -0.6746 4.1690 7.0386 0.00
H -1.0499 2.6860 7.9095 0.00
C 5.5571 -3.4215 -0.8055 0.00
C 5.0356 -2.4289 0.1588 0.00
N 5.3215 -2.3650 1.4251 0.00
N 4.5962 -1.3042 1.8773 0.00
C 3.8771 -0.7018 0.9281 0.00
S 2.8672 0.6491 1.1300 0.00
N 4.1684 -1.4215 -0.1912 0.00
N 3.6644 -1.1242 -1.4451 0.00
H 6.1817 -4.1315 -0.2721 0.00
H 6.1560 -2.9394 -1.5785 0.00
H 4.7373 -3.9514 -1.2910 0.00
H 4.6425 -1.0223 2.8447 0.00
H 4.4046 -1.1655 -2.1369 0.00
H 2.9148 -1.7714 -1.6655 0.00
Te 0.6383 -1.5850 -3.7728 0.01
Te 0.2650 -0.4709 -6.2636 0.27
Te -0.0322 2.0766 -5.9402 0.70
Te 0.4089 0.7411 -2.4097 0.04
C -2.9399 -4.9949 -0.2982 0.00
N -1.8139 -4.0937 -0.3930 0.00
C -0.5276 -4.3899 -0.9877 0.01
C 0.2189 -3.0972 -0.7091 0.01
O 1.3947 -2.9095 -0.9605 -0.01
N -0.6059 -2.2110 -0.0873 -0.01
C -1.7634 -2.8594 0.1152 0.00
N -2.7650 -2.3155 0.7939 0.00
H -2.6670 -5.9385 -0.7626 0.00
H -3.8086 -4.5976 -0.8262 0.00
H -3.2003 -5.1922 0.7431 0.00
H -0.5895 -4.5815 -2.0619 0.00
H -0.0314 -5.2301 -0.4967 0.00
H -2.6799 -1.3326 1.0271 0.00
H -3.6553 -2.7728 0.8707 0.00

---

77
Properties=species:S:1:pos:R:3:lowdin_charge:R:1 method="wB97M-V/def2-TZVPD" orbital_gap_ha=0.2614 max_force_ev_per_a=8.86
C 3.9525 -4.1081 1.3546 -0.11
C 4.2316 -2.5757 0.7401 -0.24
O 3.2212 -1.6027 1.0264 -0.17
C 2.2880 -1.2670 -0.1040 -0.34
C 1.8589 -2.5134 -1.0350 -0.53
Br -0.0371 -2.5271 -1.7531 0.74
C 2.7461 -2.7978 -2.3980 -0.27
C 2.8436 -4.4564 -2.6158 -0.13
N 3.1002 -0.3595 -0.9551 0.03
C 2.4475 0.6912 -1.7305 -0.17
C 1.7044 0.3086 -3.1261 -0.42
O 2.5425 0.0054 -4.1602 -0.13
O 0.2842 0.3146 -3.4718 -0.25
C 1.5436 1.6186 -0.6645 -0.25
C 2.6273 2.2802 0.3601 -0.08
O 2.0436 2.9244 1.5755 -0.14
N 2.9880 2.9040 2.5662 -0.02
O 2.4359 2.9366 3.6717 0.02
C 1.0400 2.8099 -1.6578 -0.02
C 0.8873 4.3140 -1.0305 -0.23
O -0.3292 4.8858 -0.8027 -0.03
O 2.0288 5.2426 -0.7309 -0.04
N 0.4890 0.7177 -0.0640 -0.01
C -0.6201 1.4618 0.6322 -0.05
C -2.1498 0.8403 0.3620 -0.12
O -2.9970 1.7831 -0.4405 -0.16
C -3.9190 0.8863 -1.1555 -0.10
C -5.2973 1.5889 -1.6956 -0.14
F -4.8632 2.7255 -2.5915 0.00
F -6.0437 0.6504 -2.6093 0.01
C -6.2446 2.2555 -0.5375 -0.11
F -5.8100 3.6579 -0.3347 0.05
F -7.6334 2.3384 -1.1249 0.02
C -6.2859 1.4466 0.8866 -0.10
F -5.0520 1.6764 1.7278 0.01
F -7.4022 2.0767 1.6870 0.01
C -6.6628 -0.1457 0.7750 -0.06
F -7.5463 -0.5028 -0.3590 0.00
F -7.4276 -0.4769 2.0354 -0.04
C 1.0629 -0.4785 0.7308 -0.13
C 0.0057 -1.4074 1.5039 -0.56
Br 0.5967 -3.2524 2.0740 0.78
C -0.5612 -0.8714 2.9839 -0.31
C 0.6182 -0.6408 4.0983 -0.14
H 3.3655 -4.7964 0.6132 0.05
H 3.4552 -3.9671 2.4041 0.06
H 4.9965 -4.6543 1.5468 0.09
H 5.2067 -2.2334 1.3463 0.14
H 4.6072 -2.6871 -0.3599 0.12
H 1.9283 -3.5608 -0.4619 0.06
H 2.1317 -2.4335 -3.3547 0.10
H 3.8477 -2.4362 -2.3751 0.10
H 3.5440 -4.7463 -3.5177 0.09
H 1.7583 -4.8115 -2.8947 0.07
H 3.1351 -5.0021 -1.6121 0.06
H 4.0566 -0.6366 -1.1880 0.14
H 3.3058 1.4623 -2.0564 0.18
H 3.4129 1.5087 0.8247 0.15
H 3.3127 3.0333 -0.2636 0.16
H -0.0337 2.5072 -2.0788 0.16
H 1.7463 2.9927 -2.6060 0.18
H 1.8630 5.6319 0.1973 0.14
H 0.0142 0.2516 -0.8959 0.14
H -0.7849 2.5835 0.3037 0.15
H -0.3797 1.5883 1.7953 0.16
H -2.7426 0.6402 1.3507 0.13
H -2.0540 -0.1291 -0.3118 0.12
H -4.2202 -0.0835 -0.5730 0.13
H -3.3306 0.5184 -2.1267 0.18
H -5.7160 -0.8685 0.8047 0.18
H 1.6318 0.0832 1.6243 0.17
H -0.9851 -1.6163 0.8710 0.07
H -1.2075 -1.7874 3.4019 0.10
H -1.3410 -0.0009 2.8922 0.09
H 0.4894 -1.3183 5.0536 0.09
H 0.6153 0.4923 4.3943 0.08
H 1.6655 -0.8821 3.6094 0.07

---

65
Properties=species:S:1:pos:R:3:nbo_charge:R:1 method="wB97M-V/def2-TZVPD" orbital_gap_ha=0.3284 max_force_ev_per_a=0.47
C 2.3338 -3.4354 1.2358 -0.64
C 1.5401 -2.2941 1.8940 -0.23
N 0.4919 -1.6947 1.0813 -0.98
P 0.9580 -0.3735 -0.0445 1.22
C 0.6236 -1.2266 -1.6278 -0.73
C -0.6001 -0.6939 -2.4085 -0.41
C -1.7281 -1.7205 -2.5584 -0.39
C -2.6416 -1.8341 -1.3385 -0.42
C -3.2470 -0.5093 -0.8941 -0.07
O -2.3607 0.2139 -0.0553 -0.57
C -2.8295 0.4754 1.2576 -0.05
C -2.5888 -0.6872 2.2006 -0.65
C 1.5604 1.2262 -1.0473 -0.90
C 1.7956 2.4590 -0.2448 0.59
O 1.6370 3.5807 -0.5591 -0.50
Br 2.4195 2.1514 1.6205 -0.14
H 1.9707 -4.4055 1.5806 0.20
H 2.2117 -3.4212 0.1507 0.20
H 3.3973 -3.3901 1.4773 0.22
H 2.2104 -1.5018 2.2229 0.20
H 1.0801 -2.6868 2.8073 0.19
H -0.0883 -2.4109 0.6612 0.36
H 2.2629 -0.4645 0.4656 -0.04
H -0.0341 0.4442 0.5011 -0.02
H 0.5642 -2.3024 -1.4699 0.23
H 1.5199 -1.0461 -2.2243 0.24
H -0.2784 -0.3928 -3.4071 0.21
H -0.9955 0.2082 -1.9395 0.22
H -1.2801 -2.7017 -2.7420 0.20
H -2.3280 -1.4679 -3.4349 0.21
H -2.1084 -2.2779 -0.4926 0.20
H -3.4578 -2.5193 -1.5861 0.21
H -4.1984 -0.6889 -0.3827 0.18
H -3.4657 0.1137 -1.7671 0.18
H -3.8931 0.7381 1.2253 0.16
H -2.2758 1.3548 1.5904 0.19
H -3.0088 -0.4668 3.1834 0.21
H -3.0717 -1.5928 1.8252 0.20
H -1.5206 -0.8851 2.2928 0.24
H 2.4904 1.0186 -1.5865 0.24
H 0.7913 1.5377 -1.7590 0.24
Cl -6.3145 0.6102 -4.7181 0.03
C -5.8329 2.0516 -3.8935 -0.07
C -4.4908 2.3363 -3.6744 -0.06
Cl -3.2525 1.2603 -4.2208 0.02
C -4.1265 3.4914 -2.9983 -0.22
C -5.1008 4.3650 -2.5477 -0.19
C -6.4416 4.0851 -2.7718 -0.20
C -6.8067 2.9304 -3.4423 -0.22
H -3.0781 3.6944 -2.8297 0.24
H -4.8103 5.2635 -2.0209 0.22
H -7.2069 4.7650 -2.4232 0.22
H -7.8473 2.6987 -3.6209 0.23
Cl 3.9973 -1.4036 4.1495 0.03
C 5.5883 -0.7913 3.8610 -0.05
C 6.1167 -0.7453 2.5794 -0.07
Cl 5.2106 -1.3157 1.2212 0.03
C 7.3956 -0.2475 2.3757 -0.20
C 8.1441 0.2043 3.4484 -0.21
C 7.6154 0.1580 4.7317 -0.20
C 6.3407 -0.3401 4.9362 -0.22
H 7.7936 -0.2201 1.3711 0.23
H 9.1400 0.5906 3.2805 0.22
H 8.1937 0.5101 5.5748 0.22
H 5.9147 -0.3813 5.9288 0.23

---

72
Properties=species:S:1:pos:R:3:nbo_charge:R:1 method="wB97M-V/def2-TZVPD" orbital_gap_ha=0.2093 max_force_ev_per_a=6.28
Sn 0.5223 0.2177 -1.3731 1.29
Cl -2.3820 1.5327 0.7505 0.18
C -1.3765 2.7042 -0.0051 -0.11
C -0.1425 2.3079 -0.4977 -0.46
C 0.5627 3.2986 -1.1846 -0.01
Cl 2.0164 2.7775 -1.9200 0.07
C 0.1131 4.6020 -1.3388 -0.11
Cl 1.0244 5.7528 -2.2150 0.08
C -1.1284 4.9556 -0.8048 -0.09
Cl -1.7376 6.5366 -1.0378 0.08
C -1.8836 3.9972 -0.1347 -0.07
Cl -3.4326 4.3993 0.4863 0.07
F -2.1329 -1.4373 -2.2801 -0.61
Te -2.7195 -0.5866 -0.6560 3.25
F -3.4065 -2.3869 -0.5054 -0.62
F -4.3914 -0.2471 -1.4936 -0.57
F -3.8848 -0.5582 0.9277 -0.61
F -2.2594 0.8903 -1.8901 -0.60
O -1.1551 -1.0221 0.1706 -1.18
C 1.7247 -0.7644 2.8020 -1.12
Si 2.8231 -0.2892 1.3010 1.81
C 4.5306 -1.1249 1.4620 -1.12
C 3.0250 1.6015 1.3608 -1.12
N 2.1398 -0.6580 -0.2687 -1.34
C 2.5290 -1.8043 -0.9644 0.14
C 2.7238 -1.7437 -2.3517 -0.22
C 3.1266 -2.8564 -3.0688 -0.21
C 3.3696 -4.0554 -2.4218 -0.25
C 3.1818 -4.1337 -1.0519 -0.18
C 2.7384 -3.0364 -0.3372 -0.27
H 2.0723 -0.2578 3.6969 0.24
H 1.7244 -1.8302 3.0160 0.23
H 0.6967 -0.4554 2.6275 0.23
H 5.2144 -0.5103 2.0373 0.24
H 4.9644 -1.2753 0.4800 0.24
H 4.4728 -2.0907 1.9523 0.23
H 3.4139 1.9130 2.3234 0.23
H 2.0723 2.1030 1.2078 0.23
H 3.7124 1.9515 0.5996 0.24
H 2.6456 -0.7755 -2.8467 0.20
H 3.2607 -2.7831 -4.1378 0.21
H 3.7111 -4.9144 -2.9816 0.21
H 3.3819 -5.0677 -0.5427 0.21
H 2.5676 -3.1159 0.7243 0.21
C -2.9109 -7.1049 -2.1259 -0.60
C -1.7228 -6.1663 -1.9540 -0.39
C -2.0170 -5.1082 -0.8954 -0.41
C -0.8754 -4.1095 -0.7461 -0.81
Ge -1.1224 -2.8593 0.8062 1.54
C -2.5855 -3.0738 2.1660 -0.81
C -2.0289 -3.6053 3.4837 -0.41
C -1.4631 -5.0164 3.3514 -0.38
C -0.6845 -5.4359 4.5925 -0.60
H -2.7044 -7.8610 -2.8781 0.21
H -3.7883 -6.5448 -2.4413 0.20
H -3.1402 -7.6091 -1.1908 0.20
H -1.5057 -5.6789 -2.9063 0.20
H -0.8351 -6.7314 -1.6613 0.19
H -2.1935 -5.6018 0.0643 0.19
H -2.9319 -4.5913 -1.1790 0.22
H -0.7407 -3.5362 -1.6641 0.25
H 0.0603 -4.6376 -0.5465 0.23
H 0.1937 -2.5128 1.4775 -0.20
H -3.3449 -3.7471 1.7613 0.24
H -3.0606 -2.1059 2.3280 0.26
H -2.8196 -3.6052 4.2379 0.21
H -1.2364 -2.9381 3.8339 0.20
H -0.8052 -5.0482 2.4721 0.18
H -2.2780 -5.7212 3.1752 0.20
H 0.1404 -4.7512 4.7754 0.20
H -0.2762 -6.4359 4.4699 0.21
H -1.3309 -5.4295 5.4672 0.21

---

65
Properties=species:S:1:pos:R:3:mulliken_spin:R:1 method="wB97M-V/def2-TZVPD" orbital_gap_ha="0.2538 / 0.2756" multiplicity=4 max_force_ev_per_a=2.59
Co 9.5002 12.3598 7.6271 2.69
C 6.5241 11.1907 10.6161 0.00
C 7.7050 11.2184 9.7201 0.01
N 7.7047 11.8526 8.5644 0.00
N 6.5580 12.4036 8.0903 0.01
C 6.7742 13.2257 7.1290 0.00
S 8.2585 13.8305 6.3969 0.08
S 5.2454 13.6556 6.4057 0.00
C 5.4806 15.0965 5.3459 0.01
C 5.4494 16.5032 5.8821 0.00
C 4.6524 16.9459 6.8863 0.00
C 4.7238 18.2902 7.3189 0.00
C 5.5678 19.1859 6.7130 0.00
C 6.4754 18.7223 5.7756 0.00
C 6.3388 17.3935 5.3116 0.00
C 8.9332 10.5517 10.1812 0.00
C 8.7492 9.3873 10.8982 0.00
C 9.8125 8.7608 11.5079 0.01
C 11.0465 9.3831 11.4408 0.00
C 11.2162 10.6233 10.8050 0.01
C 10.2160 11.1770 10.0358 0.02
O 10.4816 12.1943 9.3480 0.05
H 5.6851 11.8181 10.2481 0.00
H 6.8838 11.5395 11.5922 0.00
H 6.0319 10.2549 10.8540 0.00
H 4.6666 14.9425 4.6576 0.00
H 6.4389 14.9909 4.7658 -0.01
H 3.9083 16.2789 7.3367 0.00
H 4.0413 18.5521 8.1327 0.00
H 5.5617 20.2090 7.0225 0.00
H 7.1183 19.4288 5.2048 0.00
H 7.0886 17.0856 4.5331 0.00
H 7.8097 8.9515 11.0428 0.00
H 9.7061 7.7844 12.0343 0.00
H 11.9889 8.9994 11.8672 0.00
H 12.2102 11.1383 10.7458 0.00
N 8.8702 9.1542 7.4716 0.03
C 8.4214 9.0283 6.0520 0.00
C 8.6221 7.6034 5.4978 0.00
C 7.7543 6.5477 6.2494 0.00
N 8.3121 6.2928 7.5465 0.00
C 6.2235 7.0604 6.3280 0.00
C 6.0475 8.4769 6.7530 0.00
N 6.2619 8.6295 8.2398 0.00
C 6.9805 9.4550 6.0464 0.02
H 9.6071 8.5007 7.6847 0.00
H 8.0854 8.8756 8.0432 0.00
H 9.1168 10.1560 7.5565 -0.03
H 9.0102 9.7703 5.4823 0.00
H 9.6450 7.2350 5.4927 0.00
H 8.2741 7.5829 4.4315 0.00
H 7.7244 5.5827 5.7704 0.00
H 9.1619 5.7562 7.4032 0.00
H 7.7175 5.6272 8.0871 0.00
H 5.5294 6.4192 6.8730 0.00
H 5.7964 6.9074 5.3394 0.00
H 5.0675 8.7774 6.4501 0.00
H 5.7289 7.9131 8.7130 0.00
H 5.8399 9.5526 8.5671 0.00
H 6.8733 10.4686 6.4975 -0.01
H 6.6633 9.5773 5.0466 0.00
C 10.7639 11.3730 6.4829 0.11
H 11.0590 10.3564 6.8198 0.00
H 11.6085 12.0149 6.7297 0.01
H 10.6272 11.3707 5.4158 0.00

---

| no. | DFT total energy (Ha) |
| --- | --- |
| 1 | -3804.00154 |
| 2 | -3478.13790 |
| 3 | -7608.61340 |
| 4 | -5857.51232 |
| 5 | -6675.22570 |
| 6 | -3424.32580 |